1.
{
  "formula": "C44H97Br4CaCl3N8O7PS2",
  "method": "ωB97M-V/def2-TZVPD",
  "e_lumo_ev": -6.5,
  "homo_energy_ev": -7.5810,
  "charge": 1,
  "energy_ev": -440556.705,
  "symbols": ["C", "C", "C", "C", "C", "C", "C", "C", "N", "C", "C", "C", "C", "C", "C", "C", "C", "C", "S", "S", "C", "C", "C", "N", "C", "C", "N", "C", "C", "N", "C", "C", "C", "O", "H", "H", "H", "H", "H", "H", "H", "H", "H", "H", "H", "H", "H", "H", "H", "H", "H", "H", "H", "H", "H", "H", "H", "H", "H", "H", "H", "H", "H", "H", "H", "H", "H", "H", "H", "H", "H", "H", "H", "H", "H", "H", "H", "H", "H", "H", "H", "H", "H", "H", "H", "H", "H", "H", "H", "Cl", "C", "C", "N", "H", "H", "H", "Ca", "C", "Br", "Br", "Br", "H", "C", "Cl", "Cl", "H", "H", "C", "O", "N", "N", "H", "H", "H", "H", "O", "P", "O", "C", "C", "O", "C", "C", "O", "C", "C", "H", "H", "H", "H", "H", "H", "H", "H", "H", "H", "H", "H", "H", "H", "H", "C", "C", "N", "C", "C", "C", "C", "H", "H", "H", "H", "H", "H", "H", "H", "H", "H", "H", "H", "H", "H", "H", "O", "H", "H", "Br"],
  "coordinates": [[-3.36411, 5.42252, -8.22184], [-4.44147, 5.48821, -6.94672], [-4.40443, 4.12185, -6.03581], [-4.30077, 4.49388, -4.42994], [-4.30939, 3.10679, -3.55108], [-5.76139, 2.28507, -3.62672], [-5.74515, 0.91049, -2.68444], [-4.62006, -0.08640, -3.41500], [-4.74480, -1.42562, -2.72357], [-3.86751, -1.54220, -1.49676], [-4.87202, -1.57174, -0.19182], [-4.26031, -0.87719, 1.16111], [-3.63953, 0.62581, 0.95378], [-4.17708, 1.52998, 2.24505], [-3.69372, 3.09604, 2.20037], [-2.83238, 3.55487, 3.55486], [-1.45740, 4.38014, 3.19277], [-4.59877, -2.59664, -3.66914], [-3.67767, -2.64549, -5.09706], [-5.51294, -4.18914, -3.18142], [-4.40401, -5.16255, -2.00696], [-2.92056, -5.52339, -2.64962], [-1.66522, -5.23184, -1.63446], [-0.37624, -4.81953, -2.30909], [-0.36700, -3.42061, -2.88489], [0.97922, -3.28066, -3.80564], [2.25574, -3.78691, -3.18250], [2.11793, -5.14558, -2.53945], [0.87469, -4.99590, -1.42876], [1.17885, -3.80374, -0.55302], [2.58274, -3.90774, 0.07972], [0.26990, -3.69218, 0.65077], [-0.47718, -2.21092, 0.86352], [0.03167, -4.69507, 1.51001], [-2.94987, 4.32923, -8.39775], [-3.95760, 5.75411, -9.17866], [-2.43652, 6.11598, -7.98159], [-4.20003, 6.46724, -6.34585], [-5.51668, 5.63078, -7.40701], [-5.32561, 3.43610, -6.27641], [-3.42439, 3.53752, -6.33006], [-5.12891, 5.24211, -4.07674], [-3.22738, 4.99303, -4.27935], [-3.40961, 2.44871, -3.95589], [-4.10799, 3.27524, -2.40938], [-6.65554, 3.00201, -3.29788], [-5.89827, 1.92822, -4.74288], [-6.78775, 0.35593, -2.84535], [-5.50559, 1.12478, -1.55932], [-3.55800, 0.40666, -3.20039], [-4.89691, -0.08357, -4.55199], [-3.01770, -0.73117, -1.42028], [-3.30504, -2.59387, -1.49978], [-5.90155, -1.14393, -0.54738], [-5.06468, -2.71441, 0.07595], [-3.45999, -1.51258, 1.73158], [-5.17848, -0.75516, 1.91412], [-3.93609, 1.15524, -0.04678], [-2.46340, 0.60645, 1.04516], [-3.69830, 1.04569, 3.22109], [-5.35869, 1.44184, 2.35927], [-3.11391, 3.41269, 1.23452], [-4.68943, 3.75303, 2.23256], [-3.47031, 4.25890, 4.26660], [-2.53050, 2.62014, 4.21431], [-1.23296, 5.22963, 3.98397], [-0.51809, 3.65920, 3.18974], [-1.49287, 4.92669, 2.14018], [-4.98758, -6.17839, -1.77814], [-4.22967, -4.63775, -0.96771], [-2.95088, -6.69647, -2.86712], [-2.73117, -5.01040, -3.68936], [-1.43897, -6.25382, -1.06083], [-2.00136, -4.46543, -0.78397], [-0.27747, -5.47269, -3.14497], [-0.54341, -2.56000, -2.11356], [-1.29104, -3.37227, -3.63954], [0.80136, -3.74335, -4.87252], [1.13815, -2.11198, -3.99106], [2.73278, -3.08523, -2.57742], [1.83394, -5.89996, -3.42060], [3.09995, -5.58208, -2.07100], [0.80566, -6.01876, -0.85143], [3.35908, -3.22975, -0.48489], [2.49888, -3.49230, 1.18162], [2.94091, -5.04526, 0.13062], [0.09862, -1.53863, 1.65935], [-0.60469, -1.62516, -0.14315], [-1.56606, -2.47293, 1.23867], [0.66654, -6.38803, 0.78151], [-8.78169, 1.15584, 3.12561], [-8.00154, 1.34005, 1.83413], [-7.35442, 1.49286, 0.76274], [-8.11928, 0.78174, 3.91103], [-9.20693, 2.11175, 3.44379], [-9.59269, 0.43869, 2.97210], [-6.94509, 1.73668, 4.69958], [-8.46313, 2.94498, -7.47819], [-8.22551, 4.40944, -6.21986], [-7.37543, 3.17811, -9.07400], [-8.15955, 1.21521, -6.64144], [-9.50991, 2.96569, -7.79891], [2.26611, 2.50156, 2.62290], [0.95932, 1.31499, 2.71841], [1.74799, 3.94957, 1.75133], [2.56528, 2.78371, 3.63530], [3.11441, 2.05509, 2.09846], [3.59808, -5.95709, -6.05047], [4.10286, -6.66438, -5.19281], [3.16732, -4.70722, -5.80167], [3.42754, -6.36431, -7.32119], [2.74924, -4.10977, -6.49471], [3.27714, -4.36174, -4.85725], [3.73844, -7.29926, -7.55083], [3.01408, -5.79650, -8.04145], [7.76456, 5.50966, 2.56422], [8.26756, 4.06806, 2.30668], [8.49305, 4.28667, 0.68044], [9.67534, 4.94601, 0.26504], [10.90707, 4.08672, 0.49435], [6.74308, 3.39439, 2.22240], [5.64551, 4.04287, 2.85489], [4.95878, 5.01336, 1.90471], [8.82955, 2.45739, 2.01894], [9.50949, 1.88334, 3.12783], [8.63121, 1.80254, 4.36344], [9.77041, 5.90607, 0.77931], [9.57351, 5.14984, -0.80610], [11.10243, 3.96986, 1.56374], [11.79039, 4.54221, 0.03847], [10.76891, 3.08399, 0.07705], [5.97151, 4.54056, 3.77439], [4.93110, 3.27078, 3.15828], [5.66807, 5.63274, 1.35009], [4.27622, 5.67033, 2.45193], [4.37996, 4.46382, 1.15443], [10.40904, 2.47018, 3.33678], [9.82530, 0.87707, 2.83590], [8.34657, 2.80149, 4.71629], [9.15909, 1.29857, 5.18046], [7.70708, 1.25912, 4.14600], [1.02265, -3.57908, 4.71880], [1.01273, -2.20978, 5.39393], [0.80257, -2.25865, 6.84416], [0.52479, -0.94574, 7.43334], [1.62936, 0.10384, 7.37336], [1.73143, -3.09828, 7.60453], [3.21899, -2.77414, 7.50481], [0.10390, -4.13322, 4.93439], [1.09470, -3.45622, 3.63386], [1.87885, -4.18349, 5.03452], [0.18910, -1.64127, 4.93922], [1.93611, -1.68196, 5.13588], [0.21609, -1.07460, 8.47849], [-0.36152, -0.53270, 6.93298], [2.41729, -0.09952, 8.10052], [1.21568, 1.08661, 7.62225], [2.07801, 0.18332, 6.38101], [1.59029, -4.13922, 7.29400], [1.44320, -3.09581, 8.66376], [3.53927, -2.56508, 6.47874], [3.80698, -3.63168, 7.85607], [3.49268, -1.92469, 8.13495], [10.55624, 0.65291, 0.43998], [10.08508, 0.11393, -0.21298], [9.85009, 1.12013, 0.91119], [6.09346, 6.07463, 4.81654]]
}



2.
{
  "formula": "C4H9N2",
  "method": "ωB97M-V/def2-TZVPD",
  "e_lumo_ev": -3.9,
  "homo_energy_ev": -13.5960,
  "charge": 1,
  "energy_ev": -7264.741,
  "de_lowest_kj_mol": 328.1,
  "symbols": ["C", "C", "C", "C", "N", "N", "H", "H", "H", "H", "H", "H", "H", "H", "H"],
  "coordinates": [[-1.21869, -0.02888, -0.00922], [-0.21740, 1.08344, -0.02974], [0.79419, -0.03432, 0.26058], [2.08665, -0.24469, -0.42261], [-0.29748, -0.96378, 0.13085], [-2.52290, -0.09432, -0.04684], [-0.09587, 1.55017, -1.00672], [-0.33889, 1.85882, 0.72197], [0.98907, -0.04068, 2.10643], [1.90733, -0.44148, -1.48347], [2.63039, -1.08954, -0.00864], [2.70575, 0.64415, -0.33832], [-0.33790, -1.96593, 0.24258], [-3.07362, 0.74481, -0.15587], [-3.01063, -0.97778, 0.03902]]
}



3.
{
  "formula": "C49H55BiI2N2OPS",
  "method": "ωB97M-V/def2-TZVPD",
  "e_lumo_ev": [-4.3, -2.7],
  "homo_energy_ev": [-9.1535, -10.6315],
  "charge": 1,
  "energy_ev": -98894.744,
  "de_lowest_kj_mol": 179.6,
  "symbols": ["Bi", "I", "C", "I", "H", "H", "C", "C", "C", "C", "C", "C", "C", "C", "N", "C", "C", "C", "C", "N", "C", "C", "C", "C", "C", "C", "C", "C", "H", "H", "H", "H", "H", "H", "H", "H", "H", "H", "H", "H", "H", "H", "H", "H", "H", "H", "H", "H", "H", "H", "H", "H", "S", "C", "C", "C", "C", "C", "C", "H", "H", "H", "H", "H", "C", "C", "C", "C", "H", "H", "H", "H", "H", "H", "H", "H", "H", "O", "P", "C", "C", "C", "C", "C", "C", "C", "C", "C", "C", "C", "C", "C", "C", "C", "C", "C", "C", "H", "H", "H", "H", "H", "H", "H", "H", "H", "H", "H", "H", "H", "H", "H"],
  "coordinates": [[-1.25059, 0.36100, -0.01608], [-2.93497, -2.00339, -2.67620], [-1.54741, -2.90193, -4.05818], [0.31238, -3.48268, -3.17264], [-1.33714, -2.17536, -4.83689], [-2.01941, -3.78670, -4.46950], [0.80055, -0.76207, 3.08105], [1.35837, 0.59431, 2.80097], [2.69297, 0.86128, 3.05876], [3.21621, 2.12205, 2.85245], [2.38464, 3.13791, 2.42322], [1.04264, 2.90624, 2.14943], [0.17204, 4.04258, 1.70959], [0.54046, 1.61363, 2.30071], [-0.78323, 1.26653, 1.93371], [-1.79815, 1.27680, 2.79372], [-1.65950, 1.91258, 4.13953], [-2.99815, 0.62009, 2.44021], [-4.10029, 0.47699, 3.44096], [-3.10228, 0.10158, 1.22253], [-4.03543, -0.91784, 0.90883], [-5.09540, -0.66863, 0.03650], [-5.37011, 0.69523, -0.51209], [-5.93153, -1.71732, -0.32847], [-5.73679, -2.98739, 0.17610], [-4.68815, -3.22477, 1.04829], [-3.83116, -2.20550, 1.43330], [-2.67182, -2.48723, 2.33170], [1.53513, -1.36241, 3.61183], [0.53914, -1.27111, 2.15030], [-0.09816, -0.70190, 3.69424], [3.32211, 0.06740, 3.43375], [4.26096, 2.31346, 3.04006], [2.77576, 4.13593, 2.29884], [0.52549, 4.98160, 2.12956], [-0.85825, 3.88961, 2.02197], [0.19270, 4.13145, 0.62487], [-0.72239, 2.45778, 4.20552], [-1.67029, 1.15966, 4.92826], [-2.48818, 2.59587, 4.32026], [-3.75707, -0.05838, 4.32732], [-4.93571, -0.06607, 3.00529], [-4.45267, 1.45450, 3.76920], [-4.85961, 1.46473, 0.05938], [-6.43966, 0.89314, -0.49634], [-5.04340, 0.73836, -1.55049], [-6.74629, -1.51679, -1.00790], [-6.40273, -3.78760, -0.10522], [-4.52747, -4.21946, 1.43676], [-2.67751, -3.52245, 2.65899], [-2.67401, -1.84872, 3.21044], [-1.74221, -2.31517, 1.78781], [0.17327, -3.08201, 0.55236], [0.80163, -4.41402, 1.46610], [0.83459, -4.39407, 2.86289], [1.36782, -5.46407, 3.55360], [1.87027, -6.56497, 2.87337], [1.82079, -6.59279, 1.48627], [1.29537, -5.52874, 0.78431], [0.44208, -3.54242, 3.39711], [1.39170, -5.44239, 4.63409], [2.28884, -7.39857, 3.41980], [2.19395, -7.45023, 0.94815], [1.25851, -5.53854, -0.29469], [-2.38405, 2.21881, -3.10741], [-2.69558, 2.86028, -1.76135], [-2.75625, 4.38757, -1.91035], [-1.64270, 2.51131, -0.72537], [-3.16179, 2.43573, -3.83552], [-2.30267, 1.13888, -3.00604], [-1.44219, 2.60524, -3.49168], [-3.67455, 2.52447, -1.41462], [-1.82170, 4.76752, -2.31769], [-2.93348, 4.86832, -0.95040], [-3.56108, 4.66543, -2.58580], [-1.83844, 3.04512, 0.19416], [-0.66020, 2.78157, -1.10098], [1.18249, 0.97776, -0.39086], [2.28529, 0.77849, -1.38372], [3.73417, 1.74985, -0.89902], [3.55576, 3.10648, -0.65976], [4.63421, 3.88779, -0.29261], [5.88964, 3.31281, -0.15986], [6.06455, 1.95746, -0.38907], [4.98682, 1.16966, -0.75372], [1.78447, 1.28408, -3.06307], [2.50411, 2.18336, -3.84046], [2.06926, 2.49484, -5.11841], [0.91878, 1.91190, -5.62180], [0.22163, 0.98797, -4.86047], [0.64867, 0.67466, -3.58351], [2.85092, -0.93359, -1.55752], [2.91527, -1.74499, -0.43179], [3.41866, -3.03051, -0.53583], [3.86465, -3.50526, -1.76057], [3.81683, -2.68816, -2.88033], [3.32184, -1.40069, -2.77920], [2.57246, 3.53849, -0.77791], [4.49712, 4.94212, -0.10643], [6.73667, 3.92239, 0.11867], [7.03906, 1.50639, -0.27565], [5.11914, 0.11321, -0.93575], [3.40453, 2.63060, -3.44533], [2.62632, 3.18866, -5.72758], [0.56849, 2.16613, -6.61127], [-0.66315, 0.52601, -5.27189], [0.12218, -0.05276, -2.97721], [2.56890, -1.35688, 0.51562], [3.45699, -3.66165, 0.33906], [4.26897, -4.50389, -1.83713], [4.16861, -3.05450, -3.83409], [3.29713, -0.75707, -3.64804]]
}



Q: Number 2 is which compound?
A: C4H9N2